{"formula": "C24H27BrCoN4O8P2", "method": "ωB97M-V/def2-TZVPD", "homo_ev": -4.36, "spin_multiplicity": 1, "total_energy_ha": -6391.45982, "homo_lumo_gap_ha": 0.2260, "molar_mass_g_mol": 700.3, "charge": -1, "elements": ["Co", "Br", "C", "C", "C", "C", "C", "C", "N", "N", "C", "C", "C", "C", "O", "C", "N", "C", "C", "C", "C", "H", "H", "H", "H", "H", "H", "H", "H", "H", "C", "C", "O", "P", "O", "O", "O", "P", "O", "O", "O", "H", "H", "H", "H", "H", "H", "H", "C", "H", "H", "H", "C", "C", "C", "C", "C", "C", "N", "H", "H", "H", "H", "H", "H", "H", "H"], "positions_angstrom": [[0.60764, 0.41696, -1.57880], [-4.21729, -1.44286, 4.72102], [-2.99203, 0.00297, 4.74773], [-3.43997, 1.26434, 5.10322], [-2.53581, 2.31255, 5.12558], [-1.21223, 2.11746, 4.74684], [-0.77458, 0.83893, 4.41504], [-1.66555, -0.22457, 4.42200], [-0.34813, 3.25080, 4.90416], [0.57974, 3.53141, 4.12857], [0.85018, 2.87768, 2.89487], [2.19157, 2.68983, 2.62229], [2.67191, 2.06300, 1.47371], [1.77753, 1.62822, 0.49772], [2.10400, 1.08628, -0.62252], [0.38199, 1.88116, 0.74506], [-0.41831, 1.48867, -0.28286], [-1.69336, 1.78796, -0.26369], [-2.25323, 2.51641, 0.80033], [-1.47601, 2.88149, 1.86228], [-0.10339, 2.53574, 1.88892], [-4.47473, 1.41983, 5.37510], [-2.84356, 3.30380, 5.43513], [0.26047, 0.66041, 4.15118], [-1.32572, -1.20921, 4.13491], [2.89091, 3.04214, 3.37195], [3.73344, 1.93375, 1.31368], [-2.28487, 1.45812, -1.10698], [-3.30222, 2.77523, 0.76578], [-1.90787, 3.45256, 2.67110], [-0.24280, -3.48886, -2.41783], [-1.23027, -2.94372, -1.40989], [-2.23997, -3.95120, -1.16778], [-0.70695, -2.22206, 0.31712], [-0.89947, -3.62748, 1.06693], [-0.41233, -1.54384, 1.79016], [-1.92894, -1.16828, -0.00842], [-2.04276, -1.34494, -1.66427], [0.71278, -1.64556, -0.24796], [-3.44632, -1.40788, -2.11739], [-1.08542, -0.33570, -2.26374], [0.26955, -4.36643, -2.01421], [0.50001, -2.75486, -2.73704], [-0.78205, -3.80196, -3.31433], [-3.09846, -3.57213, -1.41239], [-1.38457, -4.22062, 0.46041], [-0.27200, -0.59253, 1.68898], [0.98347, -1.97581, -1.12564], [0.64115, 1.91936, -2.75817], [-0.33076, 1.96620, -3.25051], [1.44130, 1.77345, -3.48022], [0.81962, 2.82256, -2.17404], [0.34231, -0.53430, -4.87514], [1.59138, -0.83778, -4.09878], [2.74056, -1.34686, -4.64666], [3.65506, -1.53952, -3.58411], [3.03581, -1.12315, -2.43272], [3.67644, -1.19221, -1.07502], [1.73539, -0.71318, -2.72325], [-0.16388, -1.45667, -5.17818], [0.59639, 0.01007, -5.78790], [-0.37413, 0.05052, -4.31391], [2.88655, -1.56922, -5.69412], [4.65415, -1.94801, -3.63644], [4.49565, -1.91236, -1.12667], [2.99839, -1.51502, -0.28631], [4.08457, -0.23105, -0.76385]]}